The following is a DFT calculation (wB97M-V/def2-TZVPD) of a molecular structure, C29H33MnN4O4P.

ORCA input file:
```
! wB97M-V def2-TZVPD RIJCOSX def2/J DEFGRID3
* xyz 0 2
H 3.22546 0.30062 -0.92949
C 3.20809 -1.11166 1.50962
H 0.06652 3.95342 -1.99521
H 2.51433 2.90610 -2.76476
H 2.09094 1.18367 -2.69987
H 3.68641 -1.34526 2.45582
C -2.31738 -3.75015 0.11837
H -2.29198 -1.58935 -3.13157
C 2.06939 1.96296 -0.23567
O 1.39055 -0.06053 6.27751
H -0.61667 -3.46814 -1.13950
C -1.45251 -1.57593 -0.53344
H -1.75494 2.88201 2.18774
H 1.37695 4.44016 -0.92796
H 1.65923 2.25893 0.73185
C 0.29004 -0.08314 3.43580
C 1.32063 -0.58661 -0.54285
H -2.75485 3.93451 1.16945
C 1.11424 -1.81216 -4.93087
H -2.15290 -2.57478 -5.38096
H 2.07155 -1.86908 -5.43451
H -2.96979 1.95798 -1.05285
H -0.79190 -2.37010 1.68875
H -0.19061 -3.24926 4.02316
N -0.43499 -1.82394 2.46210
H -4.08030 -3.75345 1.35623
P -0.23030 -0.39850 -1.32307
C 2.40515 0.46770 -0.20479
H 3.05836 -3.21737 0.84498
H -4.27930 -1.28423 1.35861
C 0.58854 3.68293 -1.07404
H -2.24092 -4.83018 0.08586
O 1.14014 1.86888 4.43275
C -1.25533 -2.20505 -4.90084
C -0.37984 3.77711 0.09912
C -3.35585 -3.14655 0.82818
O 0.90193 -2.22674 6.37154
C -0.17864 -1.19613 -2.98630
H -2.53861 3.65507 -1.35907
Mn -0.28748 0.90570 0.77213
C -1.33014 -1.65392 -3.62883
H 3.01359 2.53023 -0.32318
H 1.29887 -2.76957 -0.74922
C 0.91745 -1.18782 5.76214
C -3.46439 -1.76686 0.83359
N -0.21255 -0.52007 2.30083
H -1.49636 2.32552 -1.94718
C 0.59856 1.36295 3.45677
C 1.77649 -1.93380 -0.24933
H -2.65341 0.07495 0.11558
H 0.92919 2.34055 -3.35302
C -2.13953 2.65901 -1.13556
C -0.08165 -2.23038 3.69059
H -3.10217 2.19737 1.25172
C -0.03096 -2.28336 -5.55583
C 2.74184 -2.19879 0.65750
H 0.02932 -2.71667 -6.54647
N 1.11850 2.34848 -1.26436
C 0.39484 -1.12593 4.36851
N -1.38892 2.68072 0.11746
H 3.23359 0.97902 1.82945
O 0.24209 1.97353 2.37891
C -1.38695 -2.97528 -0.56068
H 1.32605 0.69210 5.63290
C -2.52127 -1.00215 0.15169
C 1.69498 2.19129 -2.58924
C 1.03783 -1.26997 -3.65312
C 2.96778 0.15680 1.16870
H -0.89625 4.74239 0.01383
H 1.93746 -0.93319 -3.15038
C -2.30238 2.93947 1.25319
H 0.12514 3.76391 1.06109
*
```

## Properties
Molar mass: 587.52 g/mol
Gap between HOMO and LUMO (spin up / spin down): 6.8249 / 7.0515 eV
F_max: 1.05 eV Å⁻¹
Relative energy (zero: lowest compared OMol25 entry of this formula, charge and spin): 2.564 eV

=====

The following is a DFT calculation (wB97M-V/def2-TZVPD) of a molecular structure, C36H44AsF6N4Ru.

ORCA input file:
```
! wB97M-V def2-TZVPD RIJCOSX def2/J DEFGRID3
* xyz 1 5
As -2.71357 0.49786 -0.66966
H -2.19070 -1.19181 -4.57287
C 2.32217 2.08400 0.87332
H 0.79972 2.81373 5.42576
C 0.15094 -1.86454 -2.42252
C 0.43693 -1.12623 2.99889
H 1.40586 4.39839 4.70695
H -4.08661 -5.26691 -1.47135
H -3.41810 -4.00871 -0.35879
H 3.96360 3.66694 -2.91249
H -1.35002 -4.89502 2.84552
H 0.50062 -1.69595 5.70737
H -0.60208 0.43711 -5.08867
C -0.99351 -3.77735 -1.89486
C -1.80694 -4.00096 3.34523
H 1.21600 0.07722 4.56857
H -1.64598 -4.18556 -4.44023
H -3.31780 -2.47121 -4.13376
C -0.42953 -3.08882 -0.75425
H 2.23299 6.15564 1.20221
H -1.12075 -0.47086 6.74267
C 0.50111 -0.86097 -3.23905
C -3.24667 -3.81781 2.90626
H -2.02904 -5.54611 -2.65570
H -3.54073 -2.81224 3.23207
C -0.68130 -2.95834 -2.96084
C -0.73598 -3.45944 0.55127
C 3.17987 4.23833 1.81211
N 0.24443 -1.48328 1.67197
H 2.97398 5.62170 -3.71321
C 3.02430 3.52802 -3.49083
F -2.12194 -1.13229 -0.58876
C -0.51407 -1.82044 5.28214
H -3.64526 -3.58791 -2.11695
C -1.96066 -4.94508 -1.73990
H 1.70875 2.29921 -5.61388
H -2.68395 -2.31012 -5.76988
C 1.74974 0.92061 2.64547
H 3.66724 4.67733 2.65428
H 0.31935 -1.08981 -4.28524
C -1.33718 -0.66767 5.73260
H 1.17237 5.09596 2.20874
H -2.41008 -0.81234 5.60803
H -3.96599 -4.48698 3.42137
F -4.23898 0.01995 -1.24020
H -1.06016 0.20546 5.18012
C -0.38174 -1.95681 3.84060
F -3.07906 2.14244 -0.59673
Ru 0.71280 -0.35103 0.06600
H 3.22688 3.20534 -4.52357
H -1.41438 -4.30078 0.81146
H 3.15280 3.37294 -0.48644
F -1.00931 1.04662 -0.07125
C 1.20676 0.32052 -2.83565
N 1.70919 0.90823 1.25812
F -2.04387 0.58259 -2.23218
C 2.66274 2.88470 1.98400
H 1.44672 4.68153 0.50816
C -0.47121 -2.60988 1.61468
H 3.66530 3.22753 4.33941
C -0.27995 1.40328 -5.45249
H -0.73272 2.23394 -4.83357
C -3.36184 -4.36740 -1.39642
C 2.34256 2.28054 -2.90880
C 1.62858 1.37389 -3.66981
C 1.89599 5.14374 1.39468
C 1.29299 1.41151 -5.15980
C 2.54512 2.48308 -0.44303
H 3.86009 4.25331 0.97492
F -3.07279 0.25912 0.99803
H -1.80115 -4.28053 4.42934
H 2.06858 4.94930 -2.32690
C 2.28447 4.84371 -3.36311
C 1.16635 -0.01565 3.44159
C -0.93749 -2.89395 3.04560
H 1.33477 4.91498 -3.92726
C 2.73731 2.61211 4.48636
N 0.25812 -1.95015 -1.07507
H -0.52322 -3.03586 -5.09531
H -0.92181 -2.68767 5.76596
C 1.66315 3.46068 5.22309
H -1.61637 -5.56125 -0.92915
H 1.76917 0.52646 -5.72016
C 2.41589 2.14403 3.10545
H -0.59297 1.62915 -6.51530
H -3.37655 -3.88656 1.83756
C -2.45537 -2.21781 -4.71184
H 2.99786 1.78327 5.15849
C 2.14163 1.83444 -1.55490
C -1.30676 -3.16604 -4.31150
N 1.45004 0.64860 -1.53876
H 2.02029 3.81714 6.20645
*
```

## Properties
Molar mass: 822.76 g/mol
Gap between HOMO and LUMO (spin up / spin down): 5.9632 / 5.1490 eV
F_max: 2.97 eV Å⁻¹
Relative energy (zero: lowest compared OMol25 entry of this formula, charge and spin): 0.346 eV

=====

The following is a DFT calculation (wB97M-V/def2-TZVPD) of 2 unconnected molecules or ions with the total composition C4H10N.

ORCA input file:
```
! wB97M-V def2-TZVPD RIJCOSX def2/J DEFGRID3
* xyz 1 1
H -1.78177 -0.84855 -1.22726
N -0.90113 -0.37069 -1.41014
H -1.40021 -0.00932 -3.37292
H 1.06048 -1.48058 1.00043
H -1.01693 -1.01944 1.91316
H -0.14989 -0.41877 -0.71758
H 2.56535 0.33848 0.03349
C -0.81524 0.27917 -2.50623
H -0.96195 0.72558 1.49172
C -0.39385 -0.12608 1.86307
C 0.86711 -0.41436 1.07782
C 1.69448 0.53084 0.65019
H -0.11301 1.10384 -2.56209
H -0.18209 0.12778 2.90118
H 1.52866 1.58212 0.86514
*
```

## Properties
Molar mass: 72.13 g/mol
Gap between HOMO and LUMO: 8.0710 eV
F_max: 1.51 eV Å⁻¹
Relative energy (zero: lowest compared OMol25 entry of this formula, charge and spin): 2.272 eV

=====

The following is a DFT calculation (wB97M-V/def2-TZVPD) of 8 unconnected molecules or ions with the total composition C52H49ClNO29.

ORCA input file:
```
! wB97M-V def2-TZVPD RIJCOSX def2/J DEFGRID3
* xyz 1 1
H 1.34090 -5.38591 0.55693
O 3.51898 8.19370 1.58279
O -0.54110 -3.67880 -0.08629
C -1.56121 7.02964 -3.60254
C -3.39595 -2.56927 0.64369
O -2.42346 6.47231 -2.93167
O 2.47026 -4.52552 2.03939
O -3.18742 7.35336 -5.41632
C 3.27580 -3.79542 2.60705
H -0.13027 2.42519 5.85923
H -2.80250 1.96223 3.02533
H -2.62426 -2.20979 1.31228
O 3.49910 -6.02546 -0.81490
C -2.64018 -0.19741 -5.18618
H 2.88903 -5.45429 -8.51314
C -5.38175 0.94771 6.12987
C 1.42786 1.12556 5.86064
O -6.44741 -4.79848 0.85434
C 3.38667 -6.37163 -6.66970
C 0.44967 5.98999 1.79995
H 5.26106 -9.31034 -6.30196
N 0.05512 1.55132 6.39820
C -1.62471 0.99363 -7.05783
H -1.23248 1.02832 3.72125
C -5.51385 -3.63691 -0.98320
O 5.94425 -1.42145 4.59073
O -4.65387 -1.55786 -5.55246
C -2.12739 0.70581 6.48010
H 1.87563 0.23372 6.50100
H 0.05181 6.81096 -2.13898
O 1.23643 8.96162 -5.86793
H -0.83072 1.03084 -5.09453
O -2.70047 0.82028 -9.14293
H -4.84081 1.56260 6.99695
H -6.21393 -4.87946 1.80471
C -2.06751 1.81952 3.94657
C -4.35324 0.85891 4.85452
H -1.06983 -2.37142 -1.75751
C 2.54525 7.37990 2.13213
C 3.39328 -6.26328 -7.99972
C 3.00167 -3.32839 3.99372
C 0.42742 -3.92740 -0.79564
O 5.40952 -9.32701 -8.93378
H -2.31245 1.28423 7.49737
O 2.72699 -5.44649 -5.88163
H 4.15060 -6.01771 -1.54975
O -2.44453 -1.43320 -1.20037
H -3.20157 2.60229 5.77700
C 4.09504 -7.25318 -8.83128
C 1.52978 6.18886 4.00378
C 3.86658 -2.54974 4.64663
H 1.29092 0.84555 4.72941
C 0.72694 7.83319 -3.86717
H 1.74515 -2.99573 -3.85992
H 5.27127 -9.02772 -9.85888
H 3.28210 8.27961 0.63357
C 2.51873 -5.12266 -1.18371
H -0.02511 1.46381 8.73093
C -3.69620 -0.72148 -6.09602
H 1.36645 -4.28623 3.91166
H -4.38602 -1.42948 5.15637
H -6.40816 1.45328 5.86174
C -0.18355 7.20764 -3.11855
C 4.08869 -7.48997 -5.98113
H -4.80837 1.49731 3.96027
C 0.35360 2.05216 7.79327
H -1.54500 2.88111 4.08720
C -3.72030 -0.39628 -7.39001
C -1.60240 0.67136 -5.76312
Cl -0.70251 3.61988 7.83564
O -0.65099 1.80743 -7.60717
H -0.25042 4.74743 4.58787
C 2.29808 2.50524 6.22598
H -0.31335 5.61804 1.12781
C -4.43373 -3.43803 1.22062
H -5.50701 -0.15693 6.55055
H -4.75103 -0.92581 3.32958
H 7.00913 -1.59261 2.68850
O -0.42150 -2.36814 -2.49504
H 4.69906 -3.68243 0.94776
C 0.47377 5.66479 3.09394
C 1.46816 -4.88720 -0.39535
H 3.41795 2.54539 5.88918
H -6.27686 -4.00886 -1.65535
O 2.02452 8.00194 -3.42004
O -0.48390 4.82841 3.63750
H 3.33925 7.41711 4.09543
O 4.08100 -7.55257 -4.75678
H -2.68141 -1.34728 -2.14958
C 4.77351 -8.38640 -8.14452
H 2.87039 -5.74250 -4.95638
C -4.09850 -0.67366 4.29183
O -0.70297 0.45785 6.21179
C -3.41826 -2.24700 -0.65103
H -1.21929 8.55827 -6.69047
C 0.38355 8.37491 -5.21114
C 1.47374 6.87813 1.22867
O -4.44856 -3.73922 2.40893
C 4.52088 -3.34997 1.96267
C -2.92375 1.54001 5.31589
O -4.49401 -2.42034 -2.73612
H 1.79417 3.50002 5.80162
O 6.55544 -2.14360 2.01408
C 2.67805 -4.42456 -2.48885
H 2.12297 3.54432 8.38517
O 1.81744 -3.73020 4.58393
H -4.48331 -0.76823 -8.06216
C 0.57310 -3.24990 -2.11375
C -0.98798 8.17535 -5.70477
C 1.62552 -3.48291 -2.90041
H 2.48781 8.48354 -4.13955
C 5.12332 -2.12377 4.01122
H 2.47135 1.54807 8.31676
C -5.48975 -3.96210 0.31078
H -2.62300 -0.36778 6.64428
C -2.69623 0.49186 -7.96128
H -3.65245 6.87702 -4.69428
C 2.56756 7.05763 3.42684
O 1.46950 7.20655 0.04703
O 3.66392 -4.64814 -3.18328
H -4.42039 -1.63884 -4.60209
C 5.38432 -2.56847 2.61416
H -0.88786 1.89335 -8.55639
H 3.68106 -2.20479 5.65575
O 4.13119 -7.17219 -10.05451
O -2.65502 -0.49859 -3.99787
C -4.48977 -2.74877 -1.55448
H -2.93897 -0.85248 4.08838
C 1.96099 2.50822 7.86044
C -1.89736 7.54673 -4.95744
O 1.51495 5.88768 5.19209
C 4.76997 -8.49303 -6.81438
*
```

## Properties
Molar mass: 1187.39 g/mol
Gap between HOMO and LUMO: 6.7175 eV
F_max: 4.06 eV Å⁻¹

=====

The following is a DFT calculation (wB97M-V/def2-TZVPD) of a molecular structure, C15H15CuF5N4S2SbSe.

ORCA input file:
```
! wB97M-V def2-TZVPD RIJCOSX def2/J DEFGRID3
* xyz 1 2
F 2.72344 0.48108 3.98331
F -2.59894 1.29659 3.33508
C -1.85826 2.74757 -0.22667
Cu -0.30152 -0.94184 -0.40076
S -2.97717 -3.22369 -3.37662
H -0.15972 1.97539 -3.14603
C 0.54223 2.30043 -2.38052
H 1.52738 1.89479 -2.60248
H 4.21083 -1.39206 -0.16156
C 1.24865 2.56672 0.79986
H -4.61318 -1.74598 -1.59162
C -1.29745 1.06740 3.48401
C -0.60944 -2.81897 -2.58496
C -0.60243 1.83154 4.40735
N 1.26251 -1.86301 -1.36679
H -1.59454 3.80352 -0.23728
H 1.73481 -4.15119 -3.76606
H -3.45465 -1.06036 -0.53614
Sb -0.11192 1.58176 -0.49195
C 2.56432 -1.90752 -1.23584
C -1.28613 -3.52163 -3.51581
C 0.75568 1.62280 4.58687
H 2.73370 -0.83766 0.45843
F -1.22344 2.76308 5.11720
C 1.81235 -3.42338 -2.97638
C 0.70132 -0.08659 2.91809
H -0.90505 -4.18146 -4.27649
S 3.34480 -2.99511 -2.31899
H -2.53879 2.53578 -1.04964
N -3.65877 -1.46856 -1.43692
H -2.34077 2.49402 0.71482
N -1.40369 -2.04286 -1.74945
H 2.26006 2.38700 0.43658
H 1.15728 2.19159 1.81565
Se -1.65527 -0.97951 1.50560
C -2.67085 -2.15571 -2.05635
C -0.66320 0.08897 2.72282
H 0.58624 3.38804 -2.36232
N 3.25427 -1.14151 -0.35165
F 1.42705 2.34854 5.46428
H 1.04969 3.63697 0.78665
F 1.38876 -0.97819 2.18066
C 1.41317 0.65843 3.83716
C 0.82668 -2.74522 -2.35518
*
```

## Properties
Molar mass: 674.70 g/mol
Gap between HOMO and LUMO (spin up / spin down): 8.6186 / 6.1309 eV
F_max: 0.31 eV Å⁻¹
Relative energy (zero: lowest compared OMol25 entry of this formula, charge and spin): 0.000 eV

=====

The following is a DFT calculation (wB97M-V/def2-TZVPD) of C2H8N2 in the gas phase.

ORCA input file:
```
! wB97M-V def2-TZVPD RIJCOSX def2/J DEFGRID3
* xyz 0 1
N -0.84805 0.67893 1.46107
H -0.57253 1.06932 -1.29436
C -0.15002 -0.29636 0.62260
H 0.85694 -0.75348 1.02287
C 0.17992 0.49444 -0.67805
H -1.58392 0.32121 1.96925
N 0.71986 -0.53482 -1.61175
H -0.17689 1.09201 2.11020
H 1.27744 -1.28970 -1.23088
H 0.98192 1.16596 -0.46173
H -0.78718 -1.19304 0.38677
H 0.10251 -0.75447 -2.29598
*
```

## Properties
Structure (SMILES): NCCN
Molar mass: 60.10 g/mol
Gap between HOMO and LUMO: 9.5793 eV
F_max: 3.36 eV Å⁻¹
Relative energy (zero: lowest compared OMol25 entry of this formula, charge and spin): 0.878 eV

=====

The following is a DFT calculation (wB97M-V/def2-TZVPD) of a molecular structure, C4H7F6IrN3O5S2.

ORCA input file:
```
! wB97M-V def2-TZVPD RIJCOSX def2/J DEFGRID3
* xyz 1 1
S 0.89854 0.14145 1.85821
F 0.17699 -2.96564 0.16572
O 1.05468 -0.43601 -1.05198
N -0.90940 3.09562 -0.81927
S 2.04320 -1.20288 -0.23694
H -1.90211 3.19717 -1.03240
O -0.41480 0.11518 1.12840
H -0.52934 3.89440 -0.31670
O 1.41020 1.46963 2.00655
C -2.15468 -0.85594 -1.17600
C 1.39242 -2.92551 -0.37635
N -0.15751 2.74910 -1.99272
H -1.30295 -1.50651 -1.35787
F -0.40629 0.24572 4.07225
F 2.19856 -3.74368 0.26548
F 1.31553 -3.25457 -1.65405
C 0.46732 -0.56911 3.50964
H -0.78419 2.61597 -2.78766
H -2.99995 -1.13732 -1.80060
O -2.43993 1.33436 -2.13699
N 1.90841 -0.89631 1.29377
O 3.37055 -1.19615 -0.71898
F 1.56281 -0.64700 4.23312
C -1.79951 0.56872 -1.46811
H 0.61032 3.38441 -2.19563
H -2.41837 -0.93658 -0.12060
F -0.06363 -1.76465 3.33567
Ir -0.12686 1.22614 -0.62594
*
```

## Properties
Molar mass: 547.46 g/mol
Gap between HOMO and LUMO: 9.8970 eV
F_max: 0.40 eV Å⁻¹
Relative energy (zero: lowest compared OMol25 entry of this formula, charge and spin): 0.034 eV

=====

The following is a DFT calculation (wB97M-V/def2-TZVPD) of H2O in the gas phase.

ORCA input file:
```
! wB97M-V def2-TZVPD RIJCOSX def2/J DEFGRID3
* xyz 0 1
O 0.21273 -0.27944 0.20566
H 0.45806 0.19888 -0.59527
H -0.67079 0.08056 0.38961
*
```

## Properties
Structure (SMILES): O
Molar mass: 18.02 g/mol
Gap between HOMO and LUMO: 12.7072 eV
F_max: 0.71 eV Å⁻¹
Relative energy (zero: lowest compared OMol25 entry of this formula, charge and spin): 0.008 eV